A structure of composition Ag2Cl. Source: the OMol25 dataset; level of theory: the ωB97M-V functional and the def2-TZVPD basis.

Its HOMO-LUMO gap is 8.5 eV. As for the HOMO energy: -14.51 eV. The LUMO energy is -5.966 eV. The total energy comes out at -753.8362 a.u. The charge is +1. Its spin multiplicity is 1.

Geometry as XYZ:
```
3
Ag2Cl (the ωB97M-V functional and the def2-TZVPD basis)
Ag -0.20 -0.57 -2.07
Ag -0.40 1.44 1.58
Cl 0.60 -0.87 0.49
```